DFT (ωB97M-V/def2-TZVPD) results for a gas-phase ion, CH5N2O2Si (charge -1) at a distorted geometry.

Computed properties:
Charge: -1
Gap between HOMO and LUMO: 7.05 eV
DFT total energy: -16067.2660 eV
M: 105.1 g/mol

Last column: Mulliken charge in e.
Positions of all 11 atoms, in Å:
C -0.168 -2.171 -0.737  -0.721
N -0.158 -1.015 0.016  0.714
N -0.734 -0.632 1.166  -0.632
O -0.705 0.742 1.307  -0.214
O 0.466 -0.038 -0.628  -0.456
Si 0.213 1.674 0.260  0.304
H 0.344 -2.061 -1.634  0.293
H -0.555 -2.985 -0.288  0.315
H -0.479 1.842 -1.049  -0.167
H 0.128 3.175 1.007  -0.266
H 1.649 1.469 0.580  -0.170

DFT (ωB97M-V/def2-TZVPD) results for a molecular structure, CH5N2OS at a distorted geometry.

Computed properties:
Charge: -1
Gap between HOMO and LUMO: 8.18 eV
DFT total energy: -16982.9665 eV
M: 93.1 g/mol

Last column: Mulliken charge in e.
Positions of all 10 atoms, in Å:
S -1.608 -1.498 -1.932  -0.738
H -2.716 -0.926 -1.457  0.044
N 1.170 -0.364 1.235  -0.384
C 0.716 0.773 0.566  0.419
N -0.015 0.512 -0.528  -0.385
O 1.028 1.888 1.003  -0.725
H 1.669 -0.195 2.088  0.202
H 0.765 -1.264 1.066  0.202
H -0.788 -0.324 -1.062  0.184
H -0.221 1.396 -0.980  0.181

DFT (ωB97M-V/def2-TZVPD) results for 2 unconnected molecules or ions with the total composition CH5N2S at a distorted geometry.

Computed properties:
Charge: -1
Gap between HOMO and LUMO: 7.44 eV
DFT total energy: -14934.3165 eV
M: 77.1 g/mol

Last column: Mulliken charge in e.
Positions of all 9 atoms, in Å:
S -2.542 -1.586 0.275  -0.862
H -2.341 -2.428 -0.749  -0.035
N -0.300 0.812 0.243  -0.337
C 0.974 0.412 0.238  0.214
N 2.044 1.132 0.144  -0.766
H -0.532 1.626 -0.297  0.226
H -1.051 0.130 0.428  0.079
H 1.076 -0.682 0.161  0.265
H 2.673 0.585 -0.443  0.216

DFT (ωB97M-V/def2-TZVPD) results for 2 unconnected molecules or ions with the total composition CH5N2S at a distorted geometry.

Computed properties:
Charge: +1
Gap between HOMO and LUMO: 8.67 eV
DFT total energy: -14922.8832 eV
M: 77.1 g/mol

Last column: Mulliken charge in e.
Positions of all 9 atoms, in Å:
C 1.389 0.057 0.864  0.330
N 1.564 -1.082 0.116  -0.340
N -0.783 0.747 -0.286  -0.699
S 2.568 0.450 -0.318  0.168
H 1.117 0.409 1.874  0.371
H 1.920 -1.959 0.485  0.300
H -0.903 -0.242 -0.521  0.309
H -0.522 1.305 -1.241  0.308
H -1.565 1.046 0.238  0.252

DFT (ωB97M-V/def2-TZVPD) results for a gas-phase ion, CH5N2Si (charge +1) at a distorted geometry.

Computed properties:
Charge: +1
Gap between HOMO and LUMO: 8.20 eV
SMILES: C[SiH]=[N+]=N
DFT total energy: -11965.5932 eV
M: 73.2 g/mol

Last column: Mulliken charge in e.
Positions of all 9 atoms, in Å:
C 1.603 -0.335 0.198  -0.855
Si -0.077 0.554 0.214  0.565
N -1.616 0.097 -0.239  0.170
N -2.584 -0.624 0.014  -0.182
H 1.872 -1.303 0.612  0.367
H 2.117 -0.374 -0.871  0.325
H 2.202 0.513 0.708  0.268
H -0.162 1.925 0.024  0.038
H -3.356 -0.453 -0.659  0.303

DFT (ωB97M-V/def2-TZVPD) results for a gas-phase ion, CH5N3 (charge -1) at a distorted geometry.

Computed properties:
Charge: -1
Gap between HOMO and LUMO (spin up / spin down): 3.96 / 9.06 eV
Multiplicity: 2
DFT total energy: -5586.9374 eV
⟨S²⟩: 0.7503
M: 59.1 g/mol

Last column: Mulliken charge in e.
Positions of all 9 atoms, in Å:
N 0.342 -0.379 1.061  -1.030
C -0.141 -0.118 -0.210  -3.212
N -0.464 1.205 -0.477  -0.043
N -0.533 -1.080 -1.043  -0.051
H 0.456 -1.341 1.316  0.732
H 0.384 0.302 1.812  1.091
H 0.127 1.860 0.057  0.852
H -0.389 1.325 -1.484  0.305
H 0.217 -1.773 -1.032  0.356

DFT (ωB97M-V/def2-TZVPD) results for 2 unconnected molecules or ions with the total composition CH5N3 at a distorted geometry.

Computed properties:
Gap between HOMO and LUMO (spin up / spin down): 8.64 / 9.27 eV
DFT total energy: -5581.7326 eV
M: 59.1 g/mol

Last column: Mulliken charge in e.
Positions of all 9 atoms, in Å:
C -0.569 -1.288 -0.370  -0.769
N -0.063 1.544 0.758  -0.214
N 0.962 1.472 -0.233  -0.216
N -0.295 1.001 -0.489  -0.074
H 0.475 -1.557 -0.379  0.277
H -1.083 -1.383 0.567  0.286
H -1.116 -1.428 -1.275  0.252
H -0.003 0.870 1.527  0.230
H 1.693 0.769 -0.107  0.229

DFT (ωB97M-V/def2-TZVPD) results for a single CH5N3 molecule at a distorted geometry.

Computed properties:
Gap between HOMO and LUMO: 9.91 eV
SMILES: N=C(N)N
DFT total energy: -5588.0194 eV
M: 59.1 g/mol

Last column: Mulliken charge in e.
Positions of all 9 atoms, in Å:
N 1.313 -0.616 0.258  -0.637
C 0.111 -0.172 0.158  0.493
N -0.568 -0.598 -1.039  -0.578
N -0.427 1.030 0.648  -0.553
H 1.643 -0.470 1.214  0.228
H -1.550 -0.821 -0.941  0.243
H -0.053 -1.453 -1.228  0.292
H -0.799 1.546 -0.134  0.264
H 0.331 1.554 1.064  0.249

DFT (ωB97M-V/def2-TZVPD) results for a single CH5N3 molecule at a distorted geometry.

Computed properties:
Gap between HOMO and LUMO (spin up / spin down): 9.27 / 9.27 eV
SMILES: C/N=N/N
DFT total energy: -5585.2162 eV
M: 59.1 g/mol

Last column: Mulliken charge in e.
Positions of all 9 atoms, in Å:
C -0.688 1.299 0.021  -0.752
N -0.238 0.065 0.539  -0.357
N 0.760 -0.500 -0.357  -0.088
N 0.915 -1.709 -0.006  -0.250
H -0.074 1.882 -0.659  0.320
H -0.997 1.908 0.844  0.287
H -1.615 1.294 -0.507  0.294
H 0.493 -1.996 0.852  0.285
H 1.444 -2.242 -0.728  0.262

DFT (ωB97M-V/def2-TZVPD) results for a single CH5N3 molecule at a distorted geometry.

Computed properties:
Gap between HOMO and LUMO: 10.15 eV
SMILES: [H]/N=C\NN
DFT total energy: -5586.6001 eV
M: 59.1 g/mol

Last column: Mulliken charge in e.
Positions of all 9 atoms, in Å:
H 1.031 1.729 -0.805  0.224
N 0.658 1.046 -1.616  -0.590
C 0.074 0.146 -0.940  0.105
N 0.026 0.218 0.442  -0.141
N -0.527 -0.725 1.237  -0.631
H -0.354 -0.756 -1.455  0.330
H 0.762 0.789 0.906  0.219
H -0.102 -1.684 1.192  0.228
H -1.569 -0.763 1.039  0.256

DFT (ωB97M-V/def2-TZVPD) results for a single CH5N3O molecule at a distorted geometry.

Computed properties:
Gap between HOMO and LUMO: 9.45 eV
SMILES: N/N=C/NO
DFT total energy: -7632.5060 eV
M: 75.1 g/mol

Last column: Mulliken charge in e.
Positions of all 10 atoms, in Å:
N -1.932 -0.243 -0.090  -0.571
N -0.569 -0.426 -0.139  -0.159
C 0.142 0.600 -0.033  -0.027
N 1.557 0.494 -0.285  -0.234
O 2.009 -0.808 0.142  -0.447
H -2.411 -1.203 -0.068  0.248
H -2.247 0.456 0.616  0.243
H -0.295 1.587 0.080  0.320
H 2.146 1.058 0.326  0.275
H 1.600 -1.515 -0.550  0.351

DFT (ωB97M-V/def2-TZVPD) results for a single CH5N3O molecule at a distorted geometry.

Computed properties:
Gap between HOMO and LUMO: 10.48 eV
SMILES: [H]/N=C(\N)NO
DFT total energy: -7633.9929 eV
M: 75.1 g/mol

Last column: Mulliken charge in e.
Positions of all 10 atoms, in Å:
H -0.776 -0.029 1.918  0.243
N 0.101 -0.073 1.380  -0.650
C -0.176 -0.058 0.162  0.558
N -1.437 0.059 -0.446  -0.473
N 0.861 -0.187 -0.827  -0.365
O 2.103 -0.643 -0.168  -0.400
H -2.105 0.731 -0.019  0.220
H -1.507 -0.367 -1.435  0.260
H 0.957 0.755 -1.275  0.229
H 1.978 -0.188 0.710  0.378

DFT (ωB97M-V/def2-TZVPD) results for a single CH5N3O molecule at a distorted geometry.

Computed properties:
Gap between HOMO and LUMO: 10.44 eV
SMILES: N/N=C/NO
DFT total energy: -7630.3964 eV
M: 75.1 g/mol

Last column: Mulliken charge in e.
Positions of all 10 atoms, in Å:
N -1.907 -0.053 0.028  -0.474
N -0.505 -0.491 -0.591  -0.517
C 0.274 0.547 -0.342  0.080
N 1.667 0.520 -0.291  -0.235
O 2.009 -0.804 -0.070  -0.337
H -1.807 -0.885 0.848  0.297
H -2.470 -0.301 -0.628  0.221
H -0.371 1.396 0.210  0.328
H 1.860 1.260 0.623  0.330
H 1.252 -1.189 0.212  0.308

DFT (ωB97M-V/def2-TZVPD) results for a single CH5N3O2 molecule at a distorted geometry.

Computed properties:
Gap between HOMO and LUMO: 9.61 eV
SMILES: N=C(NO)NO
DFT total energy: -9679.8592 eV
M: 91.1 g/mol

Last column: Mulliken charge in e.
Positions of all 11 atoms, in Å:
N -0.956 1.350 -0.021  -0.693
C -0.155 0.383 0.255  0.515
N -0.792 -0.901 0.381  -0.259
O -2.108 -0.904 -0.122  -0.427
N 1.243 0.391 0.209  -0.206
O 1.743 -0.857 -0.225  -0.473
H -0.398 2.165 -0.212  0.185
H -0.241 -1.618 -0.164  0.320
H -2.313 0.070 -0.212  0.384
H 1.627 1.068 -0.411  0.286
H 2.350 -1.145 0.522  0.367

DFT (ωB97M-V/def2-TZVPD) results for 2 unconnected molecules or ions with the total composition CH5N3O2 at a distorted geometry.

Computed properties:
Gap between HOMO and LUMO: 8.76 eV
DFT total energy: -9677.0054 eV
M: 91.1 g/mol

Last column: Mulliken charge in e.
Positions of all 11 atoms, in Å:
C -0.272 -0.339 0.229  0.339
H -2.236 0.342 -0.238  0.331
H 0.058 0.975 -1.050  0.284
H -0.569 -1.600 1.777  0.238
H 1.306 0.098 1.410  0.280
H 2.709 0.302 -0.679  0.405
N -0.601 0.227 -1.059  -0.163
N -0.960 -1.081 0.896  -0.632
N 1.044 -0.202 0.390  -0.167
O -1.989 0.469 -1.214  -0.378
O 1.511 0.808 -0.463  -0.536

DFT (ωB97M-V/def2-TZVPD) results for a single CH5N3O3S molecule at a distorted geometry.

Computed properties:
Gap between HOMO and LUMO: 9.66 eV
DFT total energy: -22562.4074 eV
M: 139.1 g/mol

Last column: Mulliken charge in e.
Positions of all 13 atoms, in Å:
C -0.786 0.169 0.415  0.460
N -0.744 1.388 -0.299  -0.541
N -1.603 -0.819 0.432  -0.450
N 0.680 -0.018 1.300  -0.263
O 1.837 1.091 -0.558  -0.619
O 2.019 -1.286 -0.582  -0.478
O -2.873 -0.648 -0.124  -0.339
S 2.036 0.053 0.413  0.606
H -0.895 1.277 -1.292  0.257
H 0.181 1.897 -0.170  0.362
H 2.585 -1.087 -1.385  0.339
H 0.540 -0.408 2.182  0.261
H -2.977 -1.612 -0.332  0.404

DFT (ωB97M-V/def2-TZVPD) results for a single CH5N3OS molecule at a distorted geometry.

Computed properties:
Gap between HOMO and LUMO: 9.12 eV
SMILES: [H]/N=C(\NO)NS
DFT total energy: -18467.1903 eV
M: 107.1 g/mol

Last column: Mulliken charge in e.
Positions of all 11 atoms, in Å:
H 0.143 2.304 -0.244  0.217
N 0.764 1.393 -0.022  -0.637
C 0.177 0.325 -0.194  0.526
N -1.317 0.277 -0.231  -0.247
O -1.694 -1.029 0.191  -0.470
N 0.835 -0.781 -0.368  -0.391
S 2.614 -0.449 -0.058  -0.142
H -1.635 1.123 0.375  0.291
H -2.481 -1.229 -0.469  0.370
H 0.450 -1.803 -0.244  0.313
H 2.143 -0.131 1.265  0.170

DFT (ωB97M-V/def2-TZVPD) results for a molecular structure, CH5N3OS2 at a distorted geometry.

Computed properties:
Gap between HOMO and LUMO: 9.15 eV
DFT total energy: -29301.8750 eV
M: 139.2 g/mol

Last column: Mulliken charge in e.
Positions of all 12 atoms, in Å:
C -0.021 -0.442 -0.255  0.702
H -2.049 1.034 -0.308  0.341
H 0.756 1.416 0.322  0.278
H 1.413 -1.876 -0.442  0.285
H 2.698 0.117 1.099  0.159
H -2.071 0.298 0.902  0.230
N -0.121 0.895 0.201  -0.332
N 1.212 -0.993 -0.122  -0.304
N -0.988 -1.323 -0.395  -0.499
O -1.024 1.684 -0.583  -0.467
S 2.701 -0.170 -0.286  -0.192
S -2.506 -0.640 -0.134  -0.200

DFT (ωB97M-V/def2-TZVPD) results for a single CH5N3S2 molecule at a distorted geometry.

Computed properties:
Gap between HOMO and LUMO: 9.65 eV
SMILES: N=C(NS)NS
DFT total energy: -27257.4663 eV
M: 123.2 g/mol

Last column: Mulliken charge in e.
Positions of all 11 atoms, in Å:
N -0.815 0.202 -1.704  -0.664
C -0.210 0.292 -0.604  0.640
N 0.741 -0.601 -0.085  -0.303
S 1.422 -1.890 -0.867  -0.223
N -0.375 1.335 0.257  -0.293
S 0.086 1.622 1.874  -0.253
H -0.421 -0.587 -2.181  0.237
H 0.917 -0.499 1.055  0.271
H 0.632 -2.951 -0.447  0.143
H -1.056 1.990 -0.051  0.280
H -0.920 1.086 2.753  0.166

DFT (ωB97M-V/def2-TZVPD) results for a molecular structure, CH5N4O2 at a distorted geometry.

Computed properties:
Charge: -1
Gap between HOMO and LUMO: 5.25 eV
DFT total energy: -11170.0256 eV
M: 105.1 g/mol

Last column: Mulliken charge in e.
Positions of all 12 atoms, in Å:
C 1.718 1.018 1.496  0.590
N -1.210 0.034 1.046  -0.914
N -0.311 -0.372 -2.188  -0.656
N -0.863 -1.322 -0.068  -0.191
N 0.098 -1.107 -0.817  -0.360
O 1.730 1.967 0.823  -0.366
O 1.848 0.291 2.380  -0.324
H -0.678 -0.311 1.917  0.287
H -0.692 0.894 0.714  0.224
H 0.266 -0.412 -2.991  0.262
H -0.103 0.665 -1.945  0.155
H -1.804 -1.346 -0.366  0.293

Energy above the lowest of the compared OMol25 structures with the same formula, charge and spin values, unit kJ/mol, following the record order: 46.88 79.22 54.78 345.68 224.37 41.09 698.91 92.33 362.79 229.27 302.15 158.68 505.69 251.93 527.29 265.35 313.04 185.15 62.60 262.27.